Record 1
{
  "formula": "C3H14O3S2",
  "method": "ωB97M-V/def2-TZVPD",
  "homo_lumo_gap_ev": [9.989, 5.803],
  "total_charge": 1,
  "s2": 0.755,
  "spin_multiplicity": 2,
  "max_force_ha_per_bohr": 0.0772,
  "e_above_lowest_kcal_mol": 21.3,
  "symbols": ["C", "C", "C", "S", "S", "H", "H", "H", "H", "H", "H", "H", "H", "H", "H", "O", "H", "H", "O", "H", "H", "O"],
  "coordinates": [[1.1515, 0.9195, 1.2278], [0.0063, 0.6941, 2.2363], [2.3788, -0.0682, 1.4196], [3.3783, -0.2173, -0.0681], [2.6296, -1.6915, -1.2080], [1.5330, 1.9096, 1.2028], [0.7299, 0.7671, 0.2275], [-0.2512, 1.5636, 2.9336], [-0.9638, 0.4379, 1.8203], [0.1282, -0.1331, 2.9649], [1.9561, -0.9721, 1.6273], [3.0429, 0.5418, 2.1349], [2.1449, -1.0786, -2.3394], [-3.1539, -0.2018, -2.4576], [-2.3347, 0.1307, -1.2747], [-2.3751, -0.5175, -2.0129], [-0.5879, -2.1313, -1.8792], [-0.5060, -3.3084, -2.6835], [0.1242, -2.7417, -2.1978], [-3.4882, 1.7762, 0.1406], [-2.4909, 2.5584, -1.0226], [-3.0522, 1.7625, -0.7918]]
}

=====

Record 2
{
  "formula": "C21H16F5N5O4SSiTa",
  "method": "ωB97M-V/def2-TZVPD",
  "homo_lumo_gap_ev": 6.957,
  "total_charge": 1,
  "max_force_ha_per_bohr": 0.0511,
  "e_above_lowest_kcal_mol": 15.0,
  "symbols": ["Ta", "O", "C", "O", "C", "C", "C", "C", "C", "N", "C", "O", "O", "H", "H", "H", "H", "C", "Si", "C", "C", "C", "C", "C", "C", "N", "C", "S", "H", "H", "H", "H", "H", "H", "H", "H", "H", "H", "H", "H", "F", "C", "F", "C", "F", "F", "F", "N", "C", "C", "C", "N", "C", "N"],
  "coordinates": [[-0.3363, -1.4291, 0.2316], [2.1644, 0.0532, 4.0637], [1.2551, -0.2964, 3.1972], [1.4436, -0.4393, 2.0031], [-0.1190, -0.5315, 3.7076], [-0.5403, -0.4813, 5.0190], [-1.8752, -0.7691, 5.2843], [-2.7315, -1.0832, 4.2450], [-2.2093, -1.1054, 2.9646], [-0.9348, -0.8384, 2.7114], [-2.9976, -1.4498, 1.7399], [-4.1534, -1.6914, 1.7287], [-2.1625, -1.4264, 0.6760], [3.0220, 0.1350, 3.6207], [0.1600, -0.2319, 5.8050], [-2.2427, -0.7528, 6.3025], [-3.7760, -1.3191, 4.4002], [-0.7095, 4.0123, -4.3212], [-0.7305, 2.1943, -3.9358], [0.8669, 1.4077, -4.4815], [-2.2490, 1.3779, -4.6315], [-0.7384, 2.0675, -2.0167], [-0.6652, 3.2030, -1.2142], [-0.4931, 3.1316, 0.1708], [-0.3686, 1.9003, 0.7486], [-0.4662, 0.7840, 0.0108], [-0.6722, 0.8472, -1.3222], [-0.8561, -0.7458, -2.0739], [-0.6935, 4.1490, -5.4091], [0.1789, 4.5089, -3.9173], [-1.6000, 4.5271, -3.9424], [0.9865, 1.5142, -5.5660], [0.9065, 0.3407, -4.2511], [1.7237, 1.8939, -4.0052], [-2.3258, 1.5898, -5.7048], [-3.1562, 1.7585, -4.1506], [-2.2301, 0.2919, -4.5098], [-0.7358, 4.1814, -1.6826], [-0.4357, 4.0246, 0.7775], [-0.1852, 1.7671, 1.8057], [-1.4234, -3.9486, 0.4013], [-0.3192, -3.4747, 1.0844], [-0.5436, -3.6451, 2.4006], [0.8456, -4.3798, 0.6472], [1.9781, -3.9852, 1.2378], [0.6724, -5.6566, 0.8830], [0.9611, -4.2022, -0.6969], [1.5870, -1.3799, -0.2988], [2.7646, -1.2652, -0.2481], [4.0944, -1.1026, -0.0626], [4.4912, -0.6563, 1.2463], [4.7094, -0.3116, 2.3210], [5.0489, -1.4069, -1.0842], [5.8153, -1.6558, -1.9091]]
}

=====

Record 3
{
  "formula": "C4H11NS",
  "method": "ωB97M-V/def2-TZVPD",
  "homo_lumo_gap_ev": 10.049,
  "smiles": "NCCCCS",
  "max_force_ha_per_bohr": 0.0910,
  "e_above_lowest_kcal_mol": 31.4,
  "symbols": ["N", "C", "C", "C", "C", "S", "H", "H", "H", "H", "H", "H", "H", "H", "H", "H", "H"],
  "coordinates": [[-2.5280, -0.1800, -1.4801], [-1.4191, 0.6673, -0.9924], [-1.0489, 0.4236, 0.3814], [-0.2366, -0.8110, 0.5208], [1.1115, -0.8635, -0.1069], [2.1426, 0.3464, 0.8952], [-2.2657, -1.1480, -1.1889], [-3.4009, 0.0366, -0.9792], [-0.6409, 0.5526, -1.8114], [-1.9975, 1.5935, -1.1704], [-0.5192, 1.2980, 0.9840], [-2.0105, 0.5346, 0.9618], [-0.8116, -1.7323, 0.2595], [-0.0497, -0.9038, 1.6140], [1.0660, -0.3821, -1.1306], [1.4683, -1.8674, -0.2429], [2.1339, 1.2365, -0.0749]]
}

=====

Record 4
{
  "formula": "C3H11BrSi3",
  "method": "ωB97M-V/def2-TZVPD",
  "homo_lumo_gap_ev": [7.982, 6.926],
  "s2": 2.001,
  "spin_multiplicity": 3,
  "max_force_ha_per_bohr": 0.0829,
  "symbols": ["C", "C", "C", "Si", "Si", "Si", "Br", "H", "H", "H", "H", "H", "H", "H", "H", "H", "H", "H"],
  "coordinates": [[0.9521, -0.4580, -0.8322], [2.0962, 0.2411, -0.2419], [-0.0133, -0.6915, 0.2458], [1.5337, 1.9755, 0.7128], [-3.4639, -2.5055, 0.1947], [-0.5199, 1.0425, 0.8709], [-1.9878, 2.0959, -0.4926], [0.5357, 0.0542, -1.7033], [1.3148, -1.3350, -1.3510], [2.3539, -0.3260, 0.7245], [2.9873, 0.4289, -0.9601], [-0.8533, -1.0131, -0.3596], [0.1900, -1.4535, 0.9562], [2.1513, 2.3299, 2.0768], [1.5615, 3.1949, -0.1202], [-3.8918, -1.0918, -0.3440], [-3.4260, -3.2042, -1.2979], [-1.5206, 0.7157, 1.9210]]
}